[1]
Computed, not measured: a molecular structure, C16H14N6O2S, with wB97M-V/def2-TZVPD.

Structure (XYZ):
```
39
Properties=species:S:1:pos:R:3
O 2.5083 -5.1155 -1.6199
O 4.7040 -4.0455 -2.0002
N 0.6273 -0.8185 0.9669
N -3.7111 1.9705 4.4981
N -1.4914 0.9134 -1.2754
C -0.1654 -0.2020 1.8279
C -2.5664 2.6394 4.6730
C -3.5892 1.7426 3.1606
C -2.4002 2.1795 2.6687
C -2.4440 1.8139 -0.9666
C -0.8161 0.5277 -0.2514
C 1.6883 -0.4832 -3.7998
C -2.7618 2.2198 0.3392
C 1.0874 0.0015 -2.6386
C 2.3629 -1.7108 -3.7247
C 1.7626 -1.9603 -1.3983
C -1.1368 0.6733 1.0715
C -2.0790 1.6473 1.3901
C 1.0442 -0.7937 -1.4417
C 2.4604 -2.4780 -2.5842
N 0.3247 -0.3153 -0.2884
N -1.7106 2.8141 3.6371
N 3.4088 -4.8055 -3.8908
C -0.2699 3.2248 3.6631
S 3.2776 -4.1234 -2.4125
H -0.3354 -0.3846 2.8636
H -2.3395 2.9588 5.7320
H -4.3757 1.2735 2.5340
H -2.9800 2.3390 -1.7686
H 1.7345 0.1325 -4.6684
H -3.5541 2.8533 0.6525
H 0.5262 0.9375 -2.8498
H 2.6366 -2.1675 -4.7267
H 1.6904 -2.5297 -0.4968
H 4.1460 -5.4546 -3.6883
H 2.5053 -5.2990 -3.9862
H 0.1085 2.9690 2.6621
H 0.4040 2.5403 4.3442
H -0.2816 4.3155 3.7926
```

Kohn-Sham gap: 8.522 eV
ΔE to the lowest compared entry with this formula, charge and spin: 211.5 kJ/mol
Highest occupied orbital energy: -8.6 eV
Largest force on an atom: 5.194 eV Å⁻¹
Total charge: 0
LUMO: -0.0040 hartree

***

[2]
Computed, not measured: C3H5F2N in the gas phase, with wB97M-V/def2-TZVPD.

Structure (XYZ):
```
11
Properties=species:S:1:pos:R:3
C -0.7540 0.1434 0.1279
C 0.0970 0.5854 -0.8420
C 0.2811 -0.5592 0.8839
H -0.0984 1.5867 -1.4004
H -0.1503 -0.2835 -1.4649
H 1.9491 -0.1316 -0.3907
H 0.1584 -1.5679 0.5731
H 0.4213 -0.6937 2.1083
N 1.2449 0.3546 0.0390
F -1.3469 1.2652 0.7217
F -1.8022 -0.6995 -0.3560
```

Kohn-Sham gap: 11.105 eV
ΔE to the lowest compared entry with this formula, charge and spin: 184.9 kJ/mol
Highest occupied orbital energy: -10.2 eV
Largest force on an atom: 7.797 eV Å⁻¹
Total charge: 0
SMILES string: FC1(F)CNC1
LUMO: 0.0346 hartree

***

[3]
Computed, not measured: a molecular structure, C10H9ClMnN2O6S2, with wB97M-V/def2-TZVPD.

Structure (XYZ):
```
31
Properties=species:S:1:pos:R:3
Mn 0.0163 0.0639 0.0508
O 3.5667 4.0856 -0.1043
C 4.2823 2.9482 -0.0648
C 5.6711 3.0739 -0.0874
C 6.4676 1.9518 -0.0500
C 5.9104 0.6706 0.0099
C 4.5445 0.5358 0.0312
C 3.7082 1.6662 -0.0057
C 2.2712 1.4908 0.0183
O 1.8027 0.2294 0.0509
N 1.4342 2.4766 0.0073
N 0.1108 2.0074 0.0359
C -0.7957 2.9569 0.0617
S -0.3132 4.6075 0.1080
C -1.9709 5.2560 -0.2342
C -2.9779 4.3272 0.4098
S -2.4904 2.6266 0.0041
H 2.6190 3.8758 -0.0896
H 6.0932 4.0680 -0.1344
H 7.5433 2.0690 -0.0677
H 6.5461 -0.2023 0.0387
H 4.0931 -0.4449 0.0765
H -2.1056 5.3173 -1.3131
H -2.0213 6.2565 0.1925
H -3.9809 4.4759 0.0135
H -2.9965 4.4335 1.4932
O -2.2402 -2.3956 1.2109
Cl -1.7342 -1.8634 0.0257
O -2.2329 -2.3937 -1.1632
O -1.8849 -0.3292 0.0291
O -0.2049 -1.8856 0.0325
```

Kohn-Sham gap (alpha / beta): 5.541 / 5.791 eV
Expectation value of S²: 6.054
Highest occupied orbital energy (alpha / beta): -11.4 / -11.4 eV
Largest force on an atom: 0.509 eV Å⁻¹
Total charge: +1
2S+1: 5
LUMO (alpha / beta): -0.2144 / -0.2051 hartree

***

[4]
Computed, not measured: 2 unconnected molecules or ions with the total composition C10H15NO, with wB97M-V/def2-TZVPD.

Structure (XYZ):
```
27
Properties=species:S:1:pos:R:3
C -0.0103 1.2953 -2.0449
C -0.0847 2.8810 -1.6480
C -1.3395 0.7105 -1.6774
O -2.0741 1.1629 -0.7704
N -1.5416 -0.5283 -2.2423
H 0.3122 1.3539 -3.1521
H 0.9545 0.8131 -1.5901
H -1.0796 3.1882 -1.4834
H 0.4219 3.4833 -2.3466
H -2.3855 -1.1066 -2.1111
H -0.7750 -0.9499 -2.8077
H 0.4699 2.8417 -0.6968
C 1.2007 1.1915 2.3386
C -0.4966 -2.0458 1.5224
C 0.4218 -2.5531 0.5605
C -0.2114 -0.8485 2.0876
C 0.9174 -0.0409 1.6587
C 1.6079 -1.8225 0.2758
C 1.7720 -0.5479 0.7961
H -1.2960 -2.7447 1.8641
H 0.1217 -3.4999 0.1933
H -0.8716 -0.4792 2.9209
H 2.2943 -2.3859 -0.2824
H 2.2916 1.4664 2.3547
H 0.8238 1.0100 3.4139
H 2.6355 -0.0059 0.4765
H 0.8033 2.0941 1.8904
```

Kohn-Sham gap: 9.592 eV
ΔE to the lowest compared entry with this formula, charge and spin: 167.6 kJ/mol
Highest occupied orbital energy: -8.8 eV
Largest force on an atom: 4.177 eV Å⁻¹
Total charge: 0
SMILES string: Cc1ccccc1.CCC(N)=O
LUMO: 0.0303 hartree

***

[5]
Computed, not measured: a molecular structure, C23H39N2O3P3Tc, with wB97M-V/def2-TZVPD.

Structure (XYZ):
```
71
Properties=species:S:1:pos:R:3
P -1.6539 -4.2644 0.1498
C -2.9369 -3.2523 1.0171
H -3.6398 -3.8840 1.5768
H -3.4909 -2.7004 0.2449
H -2.4567 -2.5314 1.6931
C -2.6189 -5.8262 -0.1137
H -1.9763 -6.5185 -0.6728
H -3.4984 -5.5595 -0.7190
H -2.9349 -6.2796 0.8315
C -0.5502 -4.6825 1.5756
H -0.9657 -5.4717 2.2145
H -0.3473 -3.7805 2.1700
H 0.4004 -5.0336 1.1485
P 3.4084 1.6295 3.1422
C 2.1423 2.4961 4.1261
H 2.5679 2.9497 5.0299
H 1.3524 1.7817 4.4072
H 1.6661 3.2726 3.5069
C 4.1965 0.4468 4.2798
H 4.9256 -0.1367 3.6909
H 3.4017 -0.2520 4.6078
H 4.6757 0.9346 5.1344
C 4.4772 2.9665 2.5231
H 5.0474 3.4510 3.3207
H 3.8222 3.6850 1.9967
H 5.1511 2.5256 1.7696
P -0.4989 1.7068 -4.1478
C -1.6599 2.6924 -3.1161
H -1.8844 3.6669 -3.5603
H -1.2362 2.8522 -2.1206
H -2.5941 2.1318 -3.0046
C 0.8731 2.9085 -4.3650
H 0.6015 3.7245 -5.0422
H 1.7253 2.3638 -4.7911
H 1.1729 3.3188 -3.3944
C -1.3434 1.8145 -5.7639
H -1.2101 2.7951 -6.2261
H -2.4101 1.5993 -5.6344
H -0.9065 1.0530 -6.4190
Tc 1.4248 -0.3143 0.0091
C 0.8869 -0.6386 1.8917
O 0.5972 -0.8776 2.9913
C 1.3390 1.6661 0.3780
O 1.2980 2.8090 0.5879
C 3.1141 0.1114 -1.1593
C 2.1506 -0.5370 -1.9406
C 1.6183 -1.7585 -1.4852
C 2.0104 -2.3083 -0.2544
C 2.9525 -1.6293 0.5312
C 3.5374 -0.4672 0.0353
H 3.5076 1.0857 -1.4860
H 1.7929 -0.0702 -2.8593
H 0.9144 -2.3111 -2.0956
H 1.5361 -3.2104 0.1126
H 3.2263 -2.0089 1.5192
H 4.3403 0.0083 0.6171
N -5.0059 2.1167 1.3403
C -3.6412 1.9916 1.4106
O -2.9500 2.6503 2.1766
C -3.0280 1.0376 0.4378
C -3.7114 0.4439 -0.6242
C -3.0068 -0.3925 -1.4881
C -1.6315 -0.5695 -1.3048
N -0.9529 0.0039 -0.2882
C -1.6518 0.7710 0.5773
H -5.4264 2.6660 2.0800
H -5.5921 1.4142 0.9255
H -4.7702 0.6264 -0.7877
H -3.4910 -0.9119 -2.3184
H -1.0767 -1.1979 -2.0126
H -1.1047 1.2078 1.4168
```

Kohn-Sham gap (alpha / beta): 8.495 / 5.053 eV
ΔE to the lowest compared entry with this formula, charge and spin: 15.1 kJ/mol
Expectation value of S²: 3.755
Highest occupied orbital energy (alpha / beta): -19.2 / -19.2 eV
Largest force on an atom: 8.222 eV Å⁻¹
Total charge: +4
2S+1: 4
LUMO (alpha / beta): -0.3947 / -0.5211 hartree

***

[6]
Computed, not measured: 2 unconnected molecules or ions with the total composition C9H16F3NO4P, with wB97M-V/def2-TZVPD.

Structure (XYZ):
```
34
Properties=species:S:1:pos:R:3
C -4.8462 0.1131 -2.7930
C -3.8246 -0.2500 -1.9961
C -3.7945 -1.5387 -1.2035
P -2.0593 -2.1436 -0.9126
C -1.6851 -0.7430 0.4064
O -1.2854 0.5704 -0.0981
C -0.0374 0.7406 -0.5026
F 0.7342 -0.3519 -0.4492
F 0.5923 1.6807 0.2592
F -0.0023 1.2238 -1.7548
C -2.2906 -3.6534 -2.0629
O -2.3195 -3.3804 -3.2807
O -2.4043 -4.7427 -1.4729
H -5.8789 0.0696 -2.4557
H -4.6407 0.4877 -3.7917
H -2.9659 0.4151 -1.9387
H -4.2704 -2.2937 -1.8227
H -4.3355 -1.5036 -0.2497
H -1.8046 -3.0709 0.1759
H -1.0789 -1.5901 -1.7987
H -0.9918 -1.0928 1.1769
H -2.6272 -0.5447 0.9243
C 4.9702 2.2286 3.4195
O 4.3650 2.5672 4.4187
N 4.3975 1.8428 2.2649
C 5.1805 1.4530 1.1121
C 2.9448 1.8147 2.1679
H 6.0741 2.2108 3.3782
H 4.9605 2.1035 0.2631
H 4.9551 0.4234 0.8272
H 6.2414 1.5278 1.3454
H 2.5368 2.8082 2.3533
H 2.5326 1.1347 2.9136
H 2.6580 1.4841 1.1770
```

Kohn-Sham gap: 5.853 eV
ΔE to the lowest compared entry with this formula, charge and spin: 0.0 kJ/mol
Highest occupied orbital energy: -3.5 eV
Largest force on an atom: 1.497 eV Å⁻¹
Total charge: -1
LUMO: 0.0882 hartree